# 1
# H20O10

A 10-piece molecular cluster, H20O10 overall at a distorted geometry (ωB97M-V with the def2-TZVPD basis set, the OMol25 dataset).

Last columns: bonded neighbours and bond lengths (Å).
Element x y z (Å)
1 O 2.80 0.07 0.59  H2 0.963, H3 0.936
2 H 2.62 0.12 1.54  O1 0.963
3 H 2.82 1.01 0.59  O1 0.936
4 O -3.28 0.54 0.46  H5 1.025, H6 1.049
5 H -2.26 0.60 0.53  O4 1.025
6 H -3.56 -0.42 0.14  O4 1.049
7 O 0.95 -3.09 0.95  H8 0.944, H9 1.074
8 H 1.85 -3.27 1.17  O7 0.944
9 H 0.89 -2.88 -0.10  O7 1.074
10 O -1.70 -3.54 0.59  H11 0.953, H12 0.881
11 H -0.91 -3.00 0.64  O10 0.953
12 H -2.11 -3.21 1.30  O10 0.881
13 O -1.27 3.61 -0.26  H14 1.001, H15 1.005
14 H -1.43 4.60 -0.23  O13 1.001
15 H -1.30 3.42 0.73  O13 1.005
16 O -0.48 -1.95 -2.54  H17 0.918, H18 0.986
17 H 0.09 -2.61 -2.24  O16 0.918
18 H -0.89 -1.43 -1.82  O16 0.986
19 O 2.59 2.81 -0.59  H20 0.875, H21 1.028
20 H 2.10 2.17 -0.94  O19 0.875
21 H 2.03 3.61 -0.93  O19 1.028
22 O 0.58 -0.82 2.22  H23 0.922, H24 0.962
23 H 0.73 -1.73 2.25  O22 0.922
24 H -0.35 -0.75 2.46  O22 0.962
25 O -0.63 -0.10 -0.21  H26 1.039, H27 0.924
26 H -0.32 0.85 -0.50  O25 1.039
27 H -0.04 -0.35 0.46  O25 0.924
28 O 0.42 1.77 -1.84  H29 1.034, H30 0.990
29 H 0.25 1.51 -2.83  O28 1.034
30 H -0.22 2.47 -1.57  O28 0.990

Computed properties:
Kohn-Sham gap: 10.65 eV
E_LUMO: -0.08 eV
HOMO energy: -10.73 eV
SMILES string: O.O.O.O.O.O.O.O.O.O

---

# 2
# H20O10

A 10-piece molecular cluster, H20O10 overall at a distorted geometry (ωB97M-V with the def2-TZVPD basis set, the OMol25 dataset).

Last columns: bonded neighbours and bond lengths (Å).
Element x y z (Å)
1 O -0.20 2.25 -1.21  H2 0.966, H3 1.040
2 H -0.18 3.12 -1.65  O1 0.966
3 H -1.11 1.78 -1.42  O1 1.040
4 O 2.09 0.58 -1.67  H5 1.014, H6 0.980
5 H 1.19 1.05 -1.71  O4 1.014
6 H 2.33 0.59 -0.72  O4 0.980
7 O -2.43 0.81 -1.21  H8 0.977, H9 1.000
8 H -3.27 0.90 -1.69  O7 0.977
9 H -2.17 -0.15 -1.31  O7 1.000
10 O 1.07 -1.83 -1.58  H11 1.034, H12 0.992
11 H 1.55 -0.91 -1.66  O10 1.034
12 H 1.52 -2.43 -2.23  O10 0.992
13 O 2.47 0.63 1.04  H14 1.017, H15 0.976
14 H 2.22 -0.35 1.14  O13 1.017
15 H 3.41 0.67 1.31  O13 0.976
16 O 1.57 -1.86 1.15  H17 0.981, H18 0.966
17 H 0.68 -1.93 1.56  O16 0.981
18 H 1.46 -2.02 0.20  O16 0.966
19 O -1.78 0.68 1.62  H20 0.991, H21 1.003
20 H -2.13 0.88 0.72  O19 0.991
21 H -1.02 1.33 1.71  O19 1.003
22 O -1.22 -1.78 1.57  H23 1.050, H24 1.056
23 H -1.99 -2.06 2.22  O22 1.050
24 H -1.38 -0.74 1.55  O22 1.056
25 O -1.77 -1.83 -1.03  H26 0.958, H27 0.983
26 H -0.87 -1.94 -1.35  O25 0.958
27 H -1.64 -1.94 -0.06  O25 0.983
28 O 0.22 2.31 1.50  H29 1.009, H30 0.997
29 H 1.12 1.85 1.45  O28 1.009
30 H 0.07 2.57 0.55  O28 0.997

Computed properties:
Kohn-Sham gap: 11.33 eV
E_LUMO: 0.30 eV
HOMO energy: -11.03 eV
SMILES string: O.O.O.O.O.O.O.O.O.O